# C26H24ClIrN2O2Te

A molecular structure, C26H24ClIrN2O2Te (ωB97M-V/def2-TZVPD, OMol25).

The total energy is -2097.739425 Eh. The highest occupied orbital energy comes out at -6.97 eV. As for the energy above the lowest of the compared OMol25 structures with the same formula, charge and spin: 0.000 eV.

Atoms and positions in Å:
Ir -1.4711 0.9701 -0.6362
Cl -4.7600 -2.9802 -5.7636
C -4.0544 -1.7812 -4.7213
C -4.0400 -0.4366 -5.1286
C -3.4959 0.5152 -4.3186
C -2.9192 0.2069 -3.0547
O -2.4574 1.2131 -2.3755
C -2.9346 -1.1657 -2.6560
C -2.4439 -1.6912 -1.4206
N -1.7961 -1.0221 -0.5167
C -1.3342 -1.6102 0.6872
C -1.4142 -2.9325 1.0446
C -0.8595 -3.3729 2.2618
C -0.2330 -2.5027 3.1117
C -0.1406 -1.1342 2.7766
C 0.5012 -0.1635 3.5854
C 0.5408 1.1353 3.1769
C -0.0546 1.4958 1.9522
N -0.6430 0.6123 1.1814
C -0.7006 -0.6998 1.5678
C -3.5232 -2.1282 -3.5182
H -4.4654 -0.1690 -6.0865
H -3.4795 1.5554 -4.6138
H -2.6461 -2.7460 -1.2501
H -1.8812 -3.6616 0.3978
H -0.9307 -4.4221 2.5142
H 0.1972 -2.8470 4.0430
H 0.9545 -0.4703 4.5195
H 1.0291 1.9006 3.7626
H -0.0748 2.5136 1.5813
H -3.5402 -3.1643 -3.2044
C -2.1165 3.7821 -0.9767
O -1.1438 2.9490 -0.4063
H -1.9377 4.8113 -0.6435
H -3.1429 3.5217 -0.6710
H -2.0905 3.7768 -2.0709
C 4.8128 0.0865 3.0458
C 3.8825 0.2829 1.8811
C 3.2980 -0.7967 1.2367
C 2.4490 -0.6300 0.1444
C 1.9359 -1.8567 -0.5569
C 2.1368 0.6614 -0.2888
Te 0.7637 0.9875 -1.8818
C 2.7342 1.7680 0.3364
C 2.4721 3.1890 -0.0897
C 3.5996 1.5563 1.4057
H 4.7727 -0.9372 3.4170
H 4.5626 0.7584 3.8687
H 5.8450 0.2969 2.7595
H 3.5206 -1.8022 1.5788
H 2.0927 -2.7433 0.0578
H 2.4561 -1.9992 -1.5068
H 0.8800 -1.7716 -0.8041
H 1.4189 3.3662 -0.3097
H 3.0185 3.4298 -1.0047
H 2.8015 3.8814 0.6854
H 4.0488 2.4149 1.8944

Löwdin atomic charge list, values in e, 5 entries: 1.03 0.65 -0.68 -0.09 0.00